Molecular formula: C50H105F3N4O4
Method: DFT, ωB97M-V/def2-TZVPD

Each line ends with the Mulliken charge.
Atoms and positions in Å:
C 13.729 4.387 14.266  0.0136
C 13.470 2.995 14.808  0.2350
O 12.311 2.764 15.206  -0.7836
O 14.387 2.117 14.682  -0.0590
H 13.069 4.524 13.412  0.3598
H 14.738 4.681 13.957  -0.0669
H 13.562 5.124 15.060  -0.5283
C 15.246 5.559 10.826  -1.1401
C 16.572 4.823 10.867  -0.5527
C 16.346 3.317 11.072  0.8206
C 17.691 2.673 11.333  -1.3597
N 17.608 1.310 12.021  0.5622
C 19.004 0.668 12.014  -0.6140
C 19.799 1.429 13.077  -0.9398
C 18.732 1.855 14.106  -0.7689
C 17.399 1.438 13.529  0.3949
C 16.581 0.290 11.565  -0.2459
C 16.566 0.110 10.072  -0.8993
C 15.892 -1.185 9.604  -1.3784
H 14.681 5.210 9.954  0.4785
H 15.292 6.642 10.752  0.5047
H 14.673 5.271 11.704  0.0074
H 17.172 5.243 11.683  0.0937
H 17.196 4.949 9.979  0.4873
H 15.814 2.918 10.211  0.1630
H 15.694 3.157 11.941  -0.5000
H 18.320 3.226 12.023  0.5011
H 18.227 2.427 10.417  0.5101
H 18.910 -0.398 12.194  0.4465
H 19.422 0.874 11.031  0.5118
H 20.606 0.828 13.485  0.4196
H 20.218 2.324 12.623  0.3239
H 18.976 1.547 15.118  0.4161
H 18.749 2.948 14.162  0.4095
H 17.119 0.478 13.957  0.2463
H 16.611 2.180 13.660  -0.3673
H 15.620 0.644 11.943  0.0596
H 16.884 -0.605 12.101  0.6228
H 17.572 0.068 9.631  0.4132
H 16.186 0.967 9.515  0.3824
H 15.899 -1.166 8.516  0.4477
H 14.883 -1.301 9.997  0.1821
H 16.502 -2.048 9.876  0.4164
C 16.755 7.225 14.590  -1.2027
C 15.630 8.086 14.005  0.1264
C 14.604 8.481 15.078  0.2214
C 15.258 9.130 16.283  -1.1401
N 14.274 9.391 17.419  0.5188
C 13.468 10.660 17.098  -0.5787
C 14.319 11.846 17.507  -0.7750
C 15.370 11.310 18.470  -0.6218
C 14.997 9.836 18.647  -0.9245
C 13.334 8.265 17.657  -1.3434
C 14.059 6.997 18.092  0.2841
C 13.092 5.836 18.367  -1.2685
H 16.384 6.406 15.211  0.0780
H 17.519 7.838 15.073  0.4171
H 17.309 6.785 13.753  0.3230
H 15.102 7.564 13.213  -0.2365
H 16.056 8.973 13.535  0.5072
H 14.073 7.551 15.274  -0.3201
H 13.924 9.260 14.728  0.2481
H 15.610 10.106 15.948  0.3876
H 16.078 8.592 16.753  0.4439
H 12.592 10.516 17.731  0.5468
H 13.127 10.696 16.066  0.4075
H 13.623 12.527 18.004  0.3501
H 14.712 12.422 16.674  0.3636
H 15.455 11.778 19.445  0.4249
H 16.359 11.310 18.010  0.3166
H 14.409 9.664 19.550  0.5281
H 15.881 9.219 18.810  0.4408
H 12.719 8.146 16.771  0.3339
H 12.699 8.519 18.508  0.7781
H 14.632 7.259 18.986  0.4195
H 14.812 6.645 17.381  -0.0402
H 12.163 6.225 18.793  0.4035
H 13.543 5.148 19.079  0.1165
H 12.786 5.360 17.435  0.4186
C 12.905 1.741 23.589  -1.3963
C 13.405 2.336 22.299  -0.5183
C 14.362 1.448 21.512  -0.4064
C 14.814 2.111 20.199  -1.0280
N 15.409 1.154 19.220  0.7219
C 15.788 1.907 17.970  -1.2371
C 16.850 1.025 17.307  0.7642
C 17.441 0.128 18.417  -1.1399
C 16.769 0.661 19.677  -0.6415
C 14.505 0.016 18.844  -1.3917
C 13.166 0.436 18.305  0.1905
C 12.424 -0.745 17.681  -1.1755
H 12.556 0.716 23.445  0.3328
H 12.063 2.293 24.003  0.3958
H 13.681 1.702 24.356  0.3548
H 13.742 3.376 22.375  0.4072
H 12.551 2.522 21.622  0.3384
H 13.904 0.490 21.268  0.1938
H 15.193 1.241 22.196  0.3938
H 15.599 2.799 20.509  0.6369
H 13.943 2.597 19.766  0.2442
H 14.967 2.182 17.313  0.3153
H 16.282 2.811 18.329  0.5943
H 16.428 0.332 16.580  -0.5139
H 17.586 1.662 16.827  0.3899
H 17.197 -0.928 18.335  0.3657
H 18.517 0.245 18.530  0.4394
H 16.580 0.019 20.536  0.4635
H 17.260 1.555 20.066  0.4350
H 14.435 -0.637 19.710  0.6648
H 15.048 -0.524 18.070  0.4462
H 13.162 1.197 17.514  0.1588
H 12.550 0.931 19.062  0.3027
H 12.881 -1.099 16.756  -0.0713
H 11.393 -0.452 17.497  0.4423
H 12.433 -1.615 18.345  0.4778
C 14.223 -3.282 14.601  -1.4663
C 14.603 -1.990 13.890  0.0434
C 13.485 -0.946 13.734  3.5463
C 12.238 -1.476 13.064  -1.5965
N 11.157 -0.445 12.956  0.1684
C 10.608 -0.016 14.284  0.0539
C 9.903 -1.232 14.810  -0.8063
C 9.250 -1.855 13.561  -0.9355
C 9.906 -1.123 12.379  -0.5754
C 11.559 0.757 12.173  -0.9984
C 12.044 0.477 10.754  0.2676
C 11.924 1.729 9.897  -1.5728
H 14.292 -3.262 15.689  0.3018
H 14.947 -4.043 14.300  0.4775
H 13.239 -3.667 14.334  0.3074
H 14.925 -2.208 12.866  0.2992
H 15.399 -1.490 14.447  -0.1019
H 13.809 -0.052 13.205  -1.4694
H 13.232 -0.639 14.751  -1.4075
H 11.804 -2.340 13.567  0.8536
H 12.380 -1.912 12.069  0.2445
H 9.886 0.770 14.076  0.6528
H 11.389 0.345 14.950  -0.2035
H 9.144 -1.052 15.570  0.7227
H 10.545 -1.979 15.279  0.1855
H 8.169 -1.766 13.494  0.3647
H 9.429 -2.930 13.503  0.3440
H 9.269 -0.277 12.121  0.4433
H 10.161 -1.648 11.465  0.4928
H 12.284 1.283 12.800  0.0897
H 10.704 1.437 12.154  0.7445
H 11.541 -0.386 10.322  0.4591
H 13.093 0.200 10.916  -0.3091
H 11.194 1.600 9.099  0.3544
H 12.836 1.905 9.319  0.3466
H 11.750 2.642 10.462  0.4909
C 13.086 8.729 10.996  0.3687
O 12.247 9.525 10.145  -0.3246
O 13.970 9.423 11.618  -0.8348
C 12.147 7.955 11.937  0.6323
F 12.875 7.327 12.888  -0.0650
F 11.305 8.764 12.611  -0.3396
F 11.391 7.021 11.318  -0.3502
C 11.752 8.979 8.959  0.0104
C 10.754 9.962 8.344  -1.2719
H 10.015 9.418 7.753  0.3532
H 10.231 10.607 9.048  0.3241
H 11.283 10.666 7.695  0.3048
H 11.209 8.038 9.113  0.1379
H 12.528 8.788 8.205  0.2705
H 13.591 7.938 10.375  -0.1564

Results
energy relative to the best compared isomer or geometry (same formula, charge and spin) = 0.0 kJ/mol
total charge = +2
calculated total energy = -2787.0787 Ha
gap between HOMO and LUMO = 4.7 eV
HOMO level = -0.31815 hartree

Molecular formula: C50H110N2O30P4S5
Method: DFT, ωB97M-V/def2-TZVPD

Each line ends with the Mulliken charge.
Atoms and positions in Å:
N 6.111 -6.300 -0.422  -0.4988
H 5.745 -5.431 -0.059  0.3822
H 7.005 -6.439 0.028  0.3850
H 6.288 -6.032 -1.380  0.3439
H 5.459 -7.042 -0.213  0.3758
N -3.705 4.061 0.748  -0.4916
H -3.979 3.135 0.453  0.3807
H -4.271 4.784 0.327  0.3805
H -2.712 4.217 0.640  0.3819
H -3.862 4.025 1.745  0.3357
C -0.142 -1.781 -0.865  -0.6905
C -0.572 -0.654 -0.048  0.5866
C 0.494 0.004 0.979  0.3159
O 0.160 0.914 1.726  -0.7711
C 1.826 -0.439 0.855  -0.5265
C 2.250 -1.469 0.063  0.2421
C 1.192 -2.182 -0.812  0.4932
O 1.383 -3.358 -1.339  -0.8054
O 3.531 -1.682 -0.004  -0.8197
O -1.765 -0.371 -0.121  -0.7926
H -0.918 -2.326 -1.380  0.4227
H 2.540 0.133 1.429  0.3783
C 7.742 -0.551 -5.937  -0.5739
C 6.194 -0.815 -6.058  -0.6630
C 5.968 -2.195 -6.612  -0.6107
S 7.453 -3.250 -6.110  1.0322
O 8.234 -3.668 -7.306  -0.6215
O 7.106 -4.201 -5.056  -0.6269
C 8.238 -1.792 -5.250  -0.7240
H 7.934 0.399 -5.440  0.3168
H 8.108 -0.503 -6.963  0.3341
H 5.763 0.002 -6.637  0.3269
H 5.929 -0.829 -5.001  0.3113
H 5.842 -2.181 -7.694  0.3358
H 5.052 -2.715 -6.331  0.4029
H 9.310 -1.981 -5.208  0.4179
H 7.764 -1.803 -4.268  0.3419
C -7.174 -4.758 1.899  -0.4237
C -5.825 -5.392 2.149  -0.7339
C -5.302 -4.984 3.524  -0.6202
S -6.818 -4.850 4.600  1.0264
O -6.919 -3.523 5.228  -0.6258
O -7.023 -6.036 5.440  -0.6354
C -7.954 -5.004 3.146  -0.7677
H -7.744 -5.227 1.096  0.2770
H -7.051 -3.688 1.733  0.2893
H -5.134 -5.112 1.354  0.3553
H -5.893 -6.480 2.142  0.3234
H -4.846 -4.014 3.328  0.3387
H -4.591 -5.589 4.087  0.4085
H -8.871 -4.416 3.178  0.4054
H -8.248 -6.053 3.167  0.3828
C -0.188 1.059 -6.490  -0.6090
C 0.196 2.183 -5.473  -0.6306
C 0.491 3.517 -6.232  -0.5051
S -0.099 3.309 -7.934  1.0484
O 1.022 2.988 -8.767  -0.6120
O -1.062 4.389 -8.337  -0.6524
C -1.075 1.731 -7.579  -0.7289
H -0.798 0.277 -6.037  0.3549
H 0.713 0.603 -6.899  0.3181
H 1.061 1.817 -4.920  0.3169
H -0.598 2.425 -4.767  0.2813
H 1.520 3.864 -6.326  0.3437
H 0.047 4.346 -5.682  0.3292
H -1.100 1.212 -8.537  0.4058
H -2.055 1.975 -7.169  0.3346
C -1.394 -7.845 -8.008  -0.5616
C -0.803 -9.081 -8.695  -0.5846
C -0.108 -8.745 -10.037  -0.6993
S 0.556 -7.007 -9.838  1.0407
O 0.019 -6.068 -10.874  -0.6399
O 1.985 -7.029 -9.541  -0.6162
C -0.412 -6.669 -8.224  -0.6641
H -1.574 -7.994 -6.943  0.3083
H -2.348 -7.619 -8.483  0.2965
H -1.549 -9.839 -8.933  0.3402
H -0.020 -9.465 -8.041  0.3087
H -0.927 -8.584 -10.738  0.3282
H 0.638 -9.399 -10.490  0.4238
H -0.914 -5.712 -8.365  0.3633
H 0.328 -6.610 -7.426  0.3556
C 2.932 -7.342 4.963  -0.6206
C 2.015 -6.298 4.304  -0.6321
C 1.885 -5.118 5.251  -0.6570
S 1.888 -5.833 6.970  1.0830
O 0.493 -5.936 7.435  -0.6310
O 2.959 -5.150 7.722  -0.6346
C 2.411 -7.504 6.438  -0.6905
H 3.884 -6.820 5.057  0.2676
H 3.128 -8.228 4.359  0.3672
H 1.062 -6.691 3.948  0.3059
H 2.427 -6.008 3.338  0.3431
H 0.953 -4.553 5.203  0.4016
H 2.723 -4.422 5.290  0.3281
H 1.559 -8.183 6.415  0.3464
H 3.056 -7.990 7.169  0.4207
C -12.836 -2.564 -2.002  -1.2595
C -11.669 -2.003 -2.750  -0.0752
O -11.290 -0.679 -2.406  -0.2367
P -9.961 -0.161 -3.140  0.8034
O -10.064 0.231 -4.561  -0.7447
O -8.864 -1.354 -2.870  -0.1288
C -7.497 -1.351 -3.219  -0.1516
C -7.161 -2.144 -4.432  -1.3119
O -9.469 0.994 -2.173  -0.3193
C -9.129 0.700 -0.824  -0.1482
C -9.891 1.741 0.096  -1.2251
H -13.806 -2.114 -2.216  0.3168
H -12.944 -3.614 -2.276  0.3603
H -12.726 -2.487 -0.920  0.3245
H -10.835 -2.685 -2.584  0.2301
H -11.809 -1.926 -3.829  0.3488
H -7.094 -0.344 -3.327  0.2915
H -6.935 -1.830 -2.417  0.2863
H -7.614 -1.715 -5.326  0.3206
H -6.113 -2.239 -4.714  0.4132
H -7.471 -3.188 -4.377  0.2906
H -9.349 -0.316 -0.495  0.3239
H -8.062 0.903 -0.733  0.2883
H -10.963 1.605 -0.048  0.3150
H -9.803 1.515 1.158  0.3775
H -9.758 2.789 -0.174  0.3103
C 9.318 -2.079 5.422  -0.8793
C 9.330 -2.964 4.266  -0.2974
O 10.681 -3.196 3.995  -0.4200
P 11.288 -2.577 2.578  0.9524
O 10.635 -2.992 1.304  -0.6835
O 11.305 -0.985 2.953  -0.1611
C 10.265 -0.082 2.689  -0.0410
C 10.628 0.805 1.500  -1.4537
O 12.888 -2.957 2.668  -0.3708
C 13.712 -2.517 1.581  -0.2795
C 14.375 -1.117 1.724  -0.7995
H 9.709 -1.114 5.096  0.1163
H 8.276 -1.950 5.715  0.3525
H 9.884 -2.583 6.204  0.2971
H 8.935 -3.940 4.547  0.3813
H 8.798 -2.529 3.420  0.2959
H 9.354 -0.601 2.391  0.2475
H 10.064 0.444 3.622  0.3245
H 9.956 1.662 1.476  0.4474
H 11.563 1.365 1.505  0.3444
H 10.491 0.321 0.532  0.3052
H 14.586 -3.168 1.619  0.2573
H 13.183 -2.686 0.643  0.3422
H 15.077 -0.787 0.958  0.3749
H 13.651 -0.309 1.821  0.0821
H 14.911 -1.132 2.673  0.2647
C 2.911 9.868 -4.399  -1.2167
C 1.989 10.596 -3.419  -0.0257
O 1.008 9.682 -3.033  -0.3088
P 1.068 9.008 -1.552  0.8990
O -0.145 8.290 -1.128  -0.7726
O 2.368 8.014 -1.531  -0.2215
C 2.447 6.853 -0.635  -0.1431
C 3.875 6.718 -0.143  -1.1530
O 1.467 10.274 -0.555  -0.3026
C 0.433 11.261 -0.353  -0.2820
C 1.015 12.650 -0.004  -1.1369
H 2.398 9.158 -5.048  0.3004
H 3.419 10.518 -5.111  0.3950
H 3.691 9.312 -3.880  0.2809
H 2.401 11.169 -2.588  0.2569
H 1.311 11.268 -3.945  0.2670
H 1.776 6.928 0.221  0.3102
H 2.153 5.932 -1.138  0.2672
H 3.901 7.192 0.839  0.3082
H 4.238 5.698 -0.022  0.3429
H 4.644 7.273 -0.681  0.2978
H -0.154 11.334 -1.269  0.3398
H -0.195 10.868 0.446  0.3298
H 1.778 12.940 -0.727  0.2923
H 0.237 13.410 -0.060  0.3730
H 1.369 12.688 1.026  0.3023
C -7.633 4.301 9.853  -1.0635
C -7.066 3.107 9.016  -0.1277
O -6.773 3.640 7.759  -0.2677
P -5.374 4.329 7.418  0.8206
O -5.090 4.473 5.957  -0.7101
O -4.250 3.498 8.313  -0.2466
C -3.278 2.687 7.635  -0.1835
C -2.932 1.615 8.688  -1.1867
O -5.388 5.790 8.232  -0.2871
C -6.078 6.812 7.594  -0.1899
C -6.644 7.856 8.632  -1.2173
H -6.933 5.112 10.051  0.2212
H -8.436 4.797 9.309  0.2817
H -8.003 4.111 10.861  0.4591
H -6.206 2.590 9.443  0.1992
H -7.882 2.386 8.964  0.3155
H -3.671 2.220 6.732  0.3309
H -2.363 3.248 7.445  0.2710
H -1.965 1.160 8.471  0.3931
H -2.874 2.036 9.692  0.2904
H -3.737 0.881 8.732  0.2996
H -5.403 7.306 6.896  0.3178
H -6.914 6.376 7.045  0.3201
H -7.058 8.807 8.294  0.3754
H -7.458 7.405 9.199  0.2662
H -5.972 7.944 9.485  0.3181

Results
total charge = 0
calculated total energy = -7694.1042 Ha
gap between HOMO and LUMO = 2.5 eV
HOMO level = -0.15554 hartree